This record from the Open Molecules 2025 dataset describes a cluster of 9 separate species, C9H24O15 in total. The level of theory is ωB97M-V/def2-TZVPD.

The energy above the lowest of the compared OMol25 structures with the same formula, charge and spin comes out at 11.03 kcal/mol. Its SMILES is O=C1OCCO1.O=C1OCCO1.O=C1OCCO1.O.O.O.O.O.O. As for the gap between HOMO and LUMO: 9.90 eV. Its HOMO energy is -10.4542 eV.

```
! RIJCOSX wB97M-V def2-TZVPD def2/J DEFGRID3
* xyz 0 1
C -1.7223 -0.3994 2.8027
C -1.2552 -1.8572 2.7165
O -2.1653 -2.5350 3.5453
C -3.2522 -1.7631 3.7724
O -4.2270 -2.0953 4.3610
O -3.0614 -0.5345 3.2415
H -1.7231 0.0233 1.7968
H -1.1500 0.2702 3.4445
H -0.2155 -1.7895 3.0494
H -1.2264 -2.1860 1.6795
C 1.8507 1.9648 -2.5267
C 3.1647 2.7636 -2.3416
O 4.0679 2.0901 -3.2107
C 3.6230 0.8630 -3.4524
O 4.1523 0.0004 -4.0734
O 2.3658 0.6991 -2.9407
H 1.2706 2.3854 -3.3466
H 1.2973 2.0000 -1.5927
H 3.5402 2.8193 -1.3231
H 3.0308 3.7668 -2.7449
C 3.5512 -0.5599 1.9494
C 3.7868 -0.3244 0.4768
O 2.8266 0.7198 0.2262
C 1.7803 0.4929 1.0267
O 0.7117 1.0151 0.9065
O 2.1233 -0.3493 2.0297
H 4.1083 0.0926 2.6210
H 3.7643 -1.5793 2.2692
H 3.4841 -1.0803 -0.2513
H 4.8170 -0.0126 0.3108
O -4.4040 -0.3484 0.4244
H -5.3457 -0.2496 0.2498
H -4.0884 -0.9341 -0.2809
O -3.1775 -2.4806 -1.4174
H -2.2390 -2.7094 -1.2911
H -3.6556 -3.0431 -0.7949
O -1.6013 2.9725 0.2310
H -1.2304 2.1088 0.4215
H -1.1903 3.2366 -0.5979
O -1.2993 0.1980 -0.9679
H -1.3665 -0.7553 -0.8178
H -0.5187 0.4595 -0.4605
O -0.5188 -2.6881 -0.5232
H 0.3619 -2.6482 -0.9191
H -0.5574 -3.5566 -0.0988
O -2.9729 1.6743 -2.8507
H -2.6744 1.2483 -2.0285
H -2.8401 2.6145 -2.6997
*
```

=====

This record from the Open Molecules 2025 dataset describes a structure of composition C34H51MnN4OP2. The level of theory is ωB97M-V/def2-TZVPD.

The energy above the lowest of the compared OMol25 structures with the same formula, charge and spin comes out at 0.00 kcal/mol. As for the gap between HOMO and LUMO (spin up / spin down): 6.37 / 6.69 eV. Its HOMO energy (spin up / spin down) is -16.3434 / -17.3626 eV.

```
! RIJCOSX wB97M-V def2-TZVPD def2/J DEFGRID3
* xyz 3 4
C 2.2467 1.4285 -0.6256
C 2.0867 1.0634 1.6964
C 3.2320 2.4048 -0.4449
C 3.2080 1.9137 1.9035
C 3.7545 2.6050 0.8392
H 3.5869 2.9500 -1.3182
H 3.5655 2.0175 2.9268
H 4.5852 3.2963 0.9878
N 1.7096 0.7619 0.4056
P 1.3545 -0.7571 -2.0136
P -0.2915 -0.1462 2.5304
C 1.7485 1.0486 -2.0215
H 0.8296 1.6096 -2.2474
H 2.4793 1.3127 -2.7968
C 1.2994 0.5671 2.7602
H 1.6884 0.7196 3.7702
C -1.4579 1.3407 2.9508
C -0.4430 -1.4755 3.8998
C 0.2989 -1.0650 -3.5595
C 3.1013 -1.4939 -2.1723
C -2.8313 1.0180 2.3514
H -3.3040 0.1625 2.8490
H -3.4933 1.8877 2.4733
H -2.7722 0.7948 1.2832
C -1.5754 1.6027 4.4557
H -2.0687 0.7972 5.0069
H -0.5951 1.8074 4.9023
H -2.1854 2.5085 4.5955
C -0.8680 2.6256 2.3522
H -1.6228 3.4262 2.3954
H 0.0134 2.9585 2.9155
H -0.5722 2.5098 1.3089
C -1.9196 -1.8825 4.0126
H -2.3367 -2.1560 3.0341
H -1.9944 -2.7671 4.6621
H -2.5505 -1.1018 4.4523
C 0.3783 -2.7079 3.5077
H 0.0238 -3.1834 2.5895
H 1.4421 -2.4706 3.3934
H 0.2912 -3.4497 4.3169
C 0.1158 -1.0108 5.2508
H -0.3926 -0.1415 5.6709
H -0.0121 -1.8369 5.9667
H 1.1861 -0.7904 5.1856
C 2.9699 -2.9959 -2.4616
H 3.9740 -3.4433 -2.4137
H 2.3517 -3.5014 -1.7083
H 2.5717 -3.2004 -3.4631
C 3.8729 -1.3062 -0.8549
H 4.0909 -0.2511 -0.6560
H 3.3468 -1.7283 0.0028
H 4.8329 -1.8361 -0.9489
C 3.9463 -0.8196 -3.2623
H 4.9145 -1.3413 -3.2987
H 3.5051 -0.8821 -4.2600
H 4.1521 0.2328 -3.0345
C -0.9181 -0.1286 -3.5331
H -0.6351 0.9311 -3.5624
H -1.5379 -0.3343 -4.4207
H -1.5407 -0.2942 -2.6455
C -0.2139 -2.5111 -3.5184
H -0.7890 -2.7009 -2.6053
H -0.8794 -2.6720 -4.3799
H 0.5920 -3.2512 -3.5748
C 1.0946 -0.8157 -4.8449
H 1.5603 0.1780 -4.8576
H 1.8576 -1.5830 -5.0197
H 0.3981 -0.8622 -5.6956
Mn 0.0309 -0.7664 0.1490
C 1.0381 -2.2104 0.4721
O 1.6456 -3.2154 0.6698
N -0.9962 0.7396 -0.4030
C -1.4002 1.8209 -0.6601
C -2.1084 2.9401 -1.1321
C -3.2258 2.7502 -1.9778
C -1.7150 4.2504 -0.7668
C -3.9502 3.8535 -2.4281
H -3.5035 1.7319 -2.2644
C -2.4591 5.3407 -1.2133
H -0.8263 4.3801 -0.1448
C -3.5725 5.1442 -2.0391
H -4.8076 3.6989 -3.0863
H -2.1612 6.3484 -0.9188
H -4.1430 6.0054 -2.3883
N -1.3800 -3.3129 0.0056
C -2.5256 -3.9234 -0.3268
C -3.4269 -2.9270 -0.6630
C -2.7629 -1.7128 -0.5134
N -1.4640 -1.9608 -0.1142
H -0.5355 -3.8074 0.2886
H -2.6174 -4.9952 -0.2962
H -4.4447 -3.0485 -0.9851
H -3.1448 -0.7089 -0.6492
*
```

=====

This record from the Open Molecules 2025 dataset describes a structure of composition C47H58N8O9SbSi3Tc. The level of theory is ωB97M-V/def2-TZVPD.

The energy above the lowest of the compared OMol25 structures with the same formula, charge and spin comes out at 25.66 kcal/mol. As for the gap between HOMO and LUMO (spin up / spin down): 7.32 / 3.15 eV. Its HOMO energy (spin up / spin down) is -9.6111 / -9.0546 eV.

```
! RIJCOSX wB97M-V def2-TZVPD def2/J DEFGRID3
* xyz 1 4
Tc -0.3142 -0.0559 0.5373
C 2.2614 -2.4140 0.8772
N 0.8369 -2.4964 0.5632
C 0.1132 -3.5546 1.2547
C -0.0739 -3.1218 2.6666
N -0.4811 -1.9292 2.9835
C -0.4904 -1.9026 4.3866
C -0.8674 -0.9064 5.2879
C -0.8252 -1.2082 6.6341
C -0.4198 -2.4689 7.1007
C -0.0383 -3.4655 6.2273
C -0.0808 -3.1500 4.8731
N 0.1945 -3.9020 3.7427
C 2.6182 -1.0195 1.3059
N 1.8088 0.0080 1.2167
C 2.5412 1.1307 1.6442
C 2.2101 2.4779 1.7237
C 3.1573 3.3424 2.2320
C 4.4129 2.8906 2.6599
C 4.7652 1.5605 2.5605
C 3.8076 0.7048 2.0334
N 3.8281 -0.6630 1.7718
H 2.4946 -3.1129 1.6825
H 2.8910 -2.6775 0.0248
H 0.6473 -2.4932 -0.4302
H 0.6222 -4.5246 1.2375
H -0.8505 -3.6606 0.7612
H -1.1639 0.0755 4.9501
H -1.1187 -0.4525 7.3513
H -0.4122 -2.6644 8.1657
H 0.2682 -4.4437 6.5772
H 0.5228 -4.8525 3.7267
H 1.2488 2.8400 1.4001
H 2.9258 4.3981 2.3047
H 5.1230 3.6009 3.0622
H 5.7345 1.1964 2.8785
H 4.6071 -1.2802 1.9239
O -1.5727 2.7401 3.3071
C -1.1875 2.3034 2.2512
O -0.8436 1.0321 2.0926
C -1.0397 3.2144 1.0706
C -1.0301 4.5777 1.3101
C -0.8098 5.4574 0.2732
C -0.5913 5.0016 -1.0113
C -0.6661 3.6514 -1.2561
C -0.9176 2.7149 -0.2334
O -0.9994 1.4286 -0.5297
N -0.3942 3.2030 -2.6278
O 0.4785 3.7881 -3.2360
O -1.0700 2.3010 -3.0827
N -0.7797 6.9054 0.5371
O -0.6717 7.6452 -0.4191
O -0.8667 7.2618 1.6942
H -1.1818 4.9398 2.3177
H -0.3787 5.6953 -1.8125
C -2.3333 -3.4528 -2.2845
Si -3.0891 -1.7432 -2.4474
C -2.2951 -0.6199 -3.6822
C -4.9017 -1.8782 -2.8623
Sb -2.8118 -0.8910 0.0091
Si -4.5983 1.0208 0.2598
C -4.6011 1.6625 2.0039
C -4.2315 2.2866 -1.0631
C -6.2640 0.2273 -0.0305
Si -3.9492 -2.7844 1.3971
C -3.0284 -4.3869 1.7105
C -4.6103 -2.1097 3.0020
C -5.4028 -3.2898 0.3238
H -2.3374 -3.9841 -3.2412
H -2.9001 -4.0505 -1.5645
H -1.3029 -3.3882 -1.9330
H -2.2084 -1.1227 -4.6499
H -1.3108 -0.2938 -3.3730
H -2.9003 0.2804 -3.8132
H -4.9902 -2.3357 -3.8542
H -5.3680 -0.8904 -2.9105
H -5.4619 -2.4930 -2.1598
H -3.6885 2.1834 2.2924
H -4.7572 0.8472 2.7128
H -5.4313 2.3687 2.1131
H -3.9747 3.2504 -0.6131
H -5.1120 2.4322 -1.6948
H -3.4014 1.9812 -1.7046
H -6.5102 -0.4923 0.7534
H -6.3456 -0.2713 -0.9991
H -7.0165 1.0231 0.0017
H -2.3369 -4.3243 2.5552
H -2.4871 -4.7487 0.8325
H -3.7874 -5.1374 1.9534
H -3.8333 -1.6711 3.6308
H -5.0788 -2.9268 3.5597
H -5.3737 -1.3484 2.8215
H -5.0925 -3.9681 -0.4767
H -5.9185 -2.4422 -0.1274
H -6.1258 -3.8243 0.9505
C 7.5297 0.6291 -1.5258
C 6.3948 1.5185 -1.9811
C 6.5195 2.8854 -1.7834
C 5.4967 3.7396 -2.1627
C 4.3659 3.2305 -2.7603
C 4.2300 1.8588 -3.0070
N 3.0805 1.5011 -3.7200
C 2.5625 0.2222 -4.0479
C 2.9442 -0.3017 -5.2803
C 2.4720 -1.5213 -5.7308
C 1.5859 -2.2412 -4.9459
C 1.1803 -1.7193 -3.7316
C 1.6405 -0.4887 -3.2612
C 1.1305 0.0076 -1.9301
O 1.3932 1.1022 -1.4746
O 0.3203 -0.8339 -1.2742
C 5.2514 0.9812 -2.5975
C 5.1531 -0.5155 -2.8080
H 8.2825 1.2186 -1.0031
H 8.0221 0.1386 -2.3694
H 7.1886 -0.1585 -0.8479
H 7.4160 3.2811 -1.3204
H 5.5853 4.8063 -1.9928
H 3.5658 3.8955 -3.0716
H 2.3834 2.2279 -3.7391
H 3.6383 0.2755 -5.8777
H 2.7920 -1.9067 -6.6915
H 1.2054 -3.1990 -5.2802
H 0.4757 -2.2603 -3.1316
H 5.0295 -0.7713 -3.8596
H 4.2999 -0.9437 -2.2732
H 6.0509 -1.0201 -2.4616
*
```

=====

This record from the Open Molecules 2025 dataset describes the ion C11H18NO3 with charge -1. The level of theory is ωB97M-V/def2-TZVPD.

The energy above the lowest of the compared OMol25 structures with the same formula, charge and spin comes out at 5.94 kcal/mol. Its SMILES is CC/C=C/C[C@@]([O-])(N=C=O)OC(C)(C)C. As for the gap between HOMO and LUMO: 7.76 eV. Its HOMO energy is -4.2538 eV.

```
! RIJCOSX wB97M-V def2-TZVPD def2/J DEFGRID3
* xyz -1 1
C 0.4369 -0.9885 -0.8255
C 1.7916 -1.0241 -0.0336
C 0.8905 1.9343 0.2251
C -0.5883 -0.0987 0.0712
C 5.4350 -0.1246 -0.1798
C -2.9323 1.4220 0.7253
C -4.0500 0.2575 -1.1997
C -3.2679 -1.0649 0.8128
C 4.1159 -0.2812 0.5536
C 2.9012 -0.3787 -0.3080
C -3.0356 0.1254 -0.0731
N -0.1038 1.3726 -0.0759
O 1.7910 2.6194 0.5025
O -0.7491 -0.3260 1.3255
O -1.7628 -0.0737 -0.7227
H -0.0934 -1.9747 -0.9310
H 0.4977 -0.6498 -1.8279
H 1.7479 -1.6186 0.8583
H 5.8915 0.9574 -0.0040
H 5.3176 -0.3173 -1.3225
H 6.1687 -0.7856 0.2257
H -3.5134 2.2429 0.3299
H -3.1112 1.1951 1.7676
H -1.9739 1.8194 0.5918
H -4.9477 -0.1998 -0.8355
H -3.8889 -0.6002 -1.9960
H -4.1259 1.1153 -1.7689
H -4.2129 -0.8880 1.2947
H -3.2097 -1.9499 0.2295
H -2.4666 -1.3374 1.5307
H 4.1998 -1.1276 1.2209
H 3.9791 0.5740 1.1894
H 2.8688 0.1742 -1.3503
*
```

=====

This record from the Open Molecules 2025 dataset describes a structure of composition C4H20CdO7. The level of theory is ωB97M-V/def2-TZVPD.

The energy above the lowest of the compared OMol25 structures with the same formula, charge and spin comes out at 42.19 kcal/mol. As for the gap between HOMO and LUMO: 6.57 eV. Its HOMO energy is -6.8472 eV.

```
! RIJCOSX wB97M-V def2-TZVPD def2/J DEFGRID3
* xyz 0 1
Cd 0.2195 -0.8247 0.2771
C -2.0171 -2.7930 3.6077
C -1.8873 -1.5370 2.8356
O -0.6764 -1.3438 2.1603
H -2.2298 -3.7202 3.0755
H -2.8487 -2.6657 4.3009
H -1.1928 -2.9695 4.2987
H -1.9642 -0.7711 3.6074
H -2.7845 -1.3506 2.2453
O -0.7935 0.9142 -0.0749
H -1.0874 1.8218 -0.2852
O 2.0234 -0.1995 1.0769
H 2.1983 0.6079 1.5605
H 2.8886 -0.5779 0.9208
O -1.2548 -1.8586 -1.0381
H -1.0453 -2.6436 -1.5442
H -1.9670 -1.4428 -1.5241
O 1.0583 -2.7553 0.3287
H 1.1145 -3.0238 1.2458
H 1.2663 -3.5475 -0.1665
O 1.2644 -0.5545 -1.6180
H 1.3827 -0.9350 -2.4883
H 1.4170 0.3822 -1.7429
C 1.0713 4.0335 -3.2186
C 0.6242 3.5370 -1.7724
O 0.7562 2.1482 -1.7830
H 0.8013 5.0692 -3.4245
H 0.4611 3.5489 -3.9808
H 2.1480 3.8660 -3.2470
H -0.4004 3.8477 -1.5684
H 1.2316 3.9747 -0.9802
H 0.2228 1.7629 -1.0840
*
```

=====

This record from the Open Molecules 2025 dataset describes a structure of composition C26H46Cl4F3N5O5SSn. The level of theory is ωB97M-V/def2-TZVPD.

As for the gap between HOMO and LUMO: 2.28 eV. Its HOMO energy is -11.4727 eV.

```
! RIJCOSX wB97M-V def2-TZVPD def2/J DEFGRID3
* xyz 2 1
C 0.0788 2.0649 7.5075
O -0.4408 2.2791 6.2066
C -0.7068 3.6511 6.0505
C -1.3745 3.9381 4.7116
N -2.5351 2.9794 4.4389
H -2.9904 2.8181 5.3368
H -3.1638 3.4966 3.8231
C -2.1279 1.6590 3.8467
C -3.3068 0.9726 3.2008
O -3.9390 1.8976 2.3352
C -5.1487 1.3490 1.8684
H 1.0017 2.6350 7.6460
H 0.2967 1.0045 7.6268
H -0.5336 2.2825 8.3900
H 0.2286 4.2191 5.9879
H -1.3286 4.0154 6.8746
H -0.6577 3.8296 3.8998
H -1.8128 4.9315 4.6503
H -1.6921 1.1659 4.7107
H -1.4175 1.8718 3.0483
H -3.9858 0.4926 3.9166
H -2.9445 0.1379 2.5920
H -5.5313 1.9568 1.0539
H -5.9046 1.2784 2.6631
H -5.1062 0.2915 1.5783
Sn -3.5102 1.2487 -4.1571
C -1.2342 -0.7622 -0.1780
F -1.1012 -1.5757 -1.2437
F -2.4847 -0.9715 0.2783
F -0.3597 -1.0034 0.7615
S -1.1277 0.9820 -0.8103
O -2.2159 1.1301 -1.7977
O -1.3313 1.8326 0.3314
O 0.2046 0.9853 -1.3560
C 5.1392 1.6192 -5.9385
C 4.9656 1.0575 -4.5288
N 3.8626 1.5906 -3.7585
C 3.9744 1.4961 -2.2995
C 5.1208 2.3872 -1.8258
C 2.5626 1.0934 -4.1893
C 1.5245 2.2205 -4.0367
H 5.2072 2.7044 -5.9514
H 4.3415 1.1771 -6.5339
H 6.0815 1.2425 -6.3388
H 4.8706 -0.0430 -4.6260
H 5.8660 1.0591 -3.9115
H 3.0211 1.7679 -1.8460
H 4.0980 0.4540 -1.9602
H 5.2318 3.3515 -2.3203
H 4.9286 2.7007 -0.7946
H 6.0796 1.8733 -1.8499
H 2.3316 0.2548 -3.5151
H 2.6264 0.7976 -5.2363
H 1.3811 2.5290 -3.0022
H 0.5341 1.8434 -4.3180
H 1.8012 3.1107 -4.5980
C -1.2036 -3.8665 3.2263
Cl -0.2067 -4.3063 1.7946
Cl -1.4644 -2.0989 3.2976
Cl -2.8003 -4.6224 2.9708
Cl -0.4901 -4.5016 4.6819
N 2.2655 -1.4292 2.0349
C 1.9531 -2.1504 3.1572
C 1.8367 -1.2894 4.2126
C 1.9017 0.0343 3.6724
C 2.1676 -0.0965 2.3334
H 2.1346 -1.8795 1.1461
H 1.8450 -3.2148 3.0518
H 1.6176 -1.5967 5.2221
H 1.7481 0.8683 4.3385
H 2.2452 0.6205 1.5319
N -0.7868 -5.3261 -1.2490
C -0.9850 -6.2691 -2.2153
C -2.2265 -6.0988 -2.7801
C -2.8657 -5.1762 -1.9340
C -1.9943 -4.6738 -1.0028
H 0.0833 -5.1144 -0.7975
H -0.2762 -7.0233 -2.5167
H -2.6682 -6.7269 -3.5343
H -3.8249 -4.7074 -2.1139
H -2.0385 -3.8312 -0.3384
N -1.5647 -0.8510 -6.1609
C -0.4998 -0.3402 -5.4395
C -0.6055 -0.8600 -4.1648
C -1.7451 -1.6865 -4.0865
C -2.2943 -1.6884 -5.3773
H -1.6878 -0.6871 -7.1481
H 0.2205 0.2912 -5.9319
H 0.0394 -0.5841 -3.3428
H -2.0430 -2.2316 -3.2050
H -3.1331 -2.2575 -5.7470
*
```

=====

Question: Which formula does entry 4 have?
Answer: C11H18NO3